one.
# C3H4BrNO2

A cluster of 2 separate species, C3H4BrNO2 in total (ωB97M-V/def2-TZVPD, the Open Molecules 2025 dataset).

Geometry as XYZ:
```
11
C3H4BrNO2 ωB97M-V/def2-TZVPD
O -1.265 3.170 1.064
C -1.645 2.213 0.509
N -2.651 1.626 0.157
Br -3.165 -0.102 -0.061
C 1.498 -1.157 -0.832
C 0.979 -0.895 0.535
O -0.180 -0.923 0.817
H 0.538 -1.073 -1.443
H 2.184 -0.344 -0.971
H 1.859 -2.133 -0.959
H 1.847 -0.382 1.185
```

Output
- frontier orbital gap (eV) = 9.75
- charge = 0
- HOMO energy (eV) = -9.85

Atomic partial charges in e from the natural (NBO) method, atoms 1 to 8: number 1, O, carries -0.4728; number 2, C, carries 0.8016; number 3, N, carries -0.6352; number 4, Br, carries 0.3079; number 5, C, carries -0.7261; number 6, C, carries 0.4645; number 7, O, carries -0.5290; number 8, H, carries 0.2339

two.
# C3H4BrNO2

The molecule C3H4BrNO2 (ωB97M-V/def2-TZVPD, the Open Molecules 2025 dataset).

Geometry as XYZ:
```
11
C3H4BrNO2 ωB97M-V/def2-TZVPD
O 1.051 2.664 -0.061
N 0.883 1.529 -0.330
O 1.377 0.578 0.555
C 0.981 -0.690 0.039
C -0.531 -0.890 0.002
C -1.487 0.047 -0.049
Br -3.352 -0.403 0.012
H 1.387 -1.351 0.741
H 1.477 -0.526 -1.009
H -0.601 -1.985 0.061
H -1.184 1.027 0.040
```

Output
- frontier orbital gap (eV) = 9.65
- charge = 0
- HOMO energy (eV) = -9.72

Atomic partial charges in e from the natural (NBO) method, atoms 1 to 8: number 1, O, carries -0.2620; number 2, N, carries 0.3260; number 3, O, carries -0.3746; number 4, C, carries -0.1226; number 5, C, carries -0.2399; number 6, C, carries -0.2397; number 7, Br, carries 0.0560; number 8, H, carries 0.2146

Of them, two has the lowest stability.

one.
# C3H12O4

A cluster of 4 separate species, C3H12O4 in total (ωB97M-V/def2-TZVPD, the Open Molecules 2025 dataset).

Geometry as XYZ:
```
19
C3H12O4 ωB97M-V/def2-TZVPD
C 1.162 -1.490 -0.433
C 0.339 -0.776 0.365
O 0.674 0.483 0.601
C -0.691 -1.501 1.294
H 0.879 -2.439 -0.791
H 2.146 -1.017 -0.603
H 1.479 0.631 0.090
H -1.184 -2.026 0.535
H -1.396 -0.893 1.900
H -0.056 -2.117 2.008
H -1.668 2.428 -0.756
H -0.916 1.344 -0.458
O -1.835 1.535 -0.433
H 3.664 1.395 0.142
H 3.618 2.062 1.554
O 3.611 2.233 0.682
H -2.985 0.474 -1.244
H -3.700 -0.026 -2.583
O -3.141 -0.299 -1.869
```

Output
- 2S+1 = 2
- frontier orbital gap (spin up / spin down) (eV) = 8.71 / 4.98
- charge = +1
- HOMO energy (spin up / spin down) (eV) = -13.65 / -13.65
- ⟨S²⟩ = 0.755

Atomic partial charges in e from the natural (NBO) method, atoms 1 to 8: number 1, C, carries -0.1419; number 2, C, carries 0.5034; number 3, O, carries -0.5079; number 4, C, carries -0.6729; number 5, H, carries 0.2523; number 6, H, carries 0.2118; number 7, H, carries 0.5034; number 8, H, carries 0.2619

two.
# C3H12O4

A cluster of 3 separate species, C3H12O4 in total (ωB97M-V/def2-TZVPD, the Open Molecules 2025 dataset).

Geometry as XYZ:
```
19
C3H12O4 ωB97M-V/def2-TZVPD
C -1.734 -0.366 0.293
O -2.205 0.858 0.752
C -1.632 -0.421 -1.203
C -1.364 -1.811 -1.879
O -1.009 -1.518 -3.190
H -0.783 -0.654 0.781
H -2.436 -1.068 0.846
H -1.766 1.628 0.344
H -2.567 0.001 -1.587
H -0.903 0.284 -1.620
H -0.472 -2.339 -1.436
H -2.055 -2.655 -1.962
H -1.612 -1.914 -3.836
H 1.522 -0.012 0.799
H 2.677 0.675 1.387
O 1.714 0.739 1.371
H 4.378 1.362 2.871
H 5.440 2.447 2.563
O 4.873 2.091 3.248
```

Output
- 2S+1 = 2
- frontier orbital gap (spin up / spin down) (eV) = 10.48 / 3.39
- charge = +1
- HOMO energy (spin up / spin down) (eV) = -13.61 / -13.61
- ⟨S²⟩ = 0.758

Atomic partial charges in e from the natural (NBO) method, atoms 1 to 8: number 1, C, carries -0.0941; number 2, O, carries -0.3852; number 3, C, carries -0.4390; number 4, C, carries -0.0655; number 5, O, carries -0.5231; number 6, H, carries 0.2717; number 7, H, carries 0.2536; number 8, H, carries 0.5102

three.
# C3H12O4

A cluster of 4 separate species, C3H12O4 in total (ωB97M-V/def2-TZVPD, the Open Molecules 2025 dataset).

Geometry as XYZ:
```
19
C3H12O4 ωB97M-V/def2-TZVPD
C -2.321 -1.106 1.845
C -1.488 -0.858 0.737
O -0.313 -0.424 0.913
C -1.930 -0.875 -0.654
H -3.215 -1.721 1.754
H -2.324 -0.537 2.764
H -0.136 -0.201 1.846
H -1.068 -0.580 -1.253
H -2.806 -0.267 -0.844
H -2.099 -1.892 -1.037
H 0.809 2.349 -1.589
H 1.588 1.078 -1.484
O 0.678 1.393 -1.535
H 1.307 -3.871 2.530
H -0.150 -3.278 2.647
O 0.786 -3.068 2.580
H 2.910 3.819 -3.971
H 3.243 5.213 -3.467
O 3.290 4.281 -3.214
```

Output
- 2S+1 = 2
- frontier orbital gap (spin up / spin down) (eV) = 9.16 / 6.07
- charge = +1
- HOMO energy (spin up / spin down) (eV) = -13.62 / -13.62
- ⟨S²⟩ = 0.755

Atomic partial charges in e from the natural (NBO) method, atoms 1 to 8: number 1, C, carries -0.2068; number 2, C, carries 0.5380; number 3, O, carries -0.4759; number 4, C, carries -0.7329; number 5, H, carries 0.2376; number 6, H, carries 0.2358; number 7, H, carries 0.5275; number 8, H, carries 0.2949

Of them, two has the lowest stability.

one.
# C3H12O4

A cluster of 4 separate species, C3H12O4 in total (ωB97M-V/def2-TZVPD, the Open Molecules 2025 dataset).

Geometry as XYZ:
```
19
C3H12O4 ωB97M-V/def2-TZVPD
C -0.409 -0.678 1.486
O -1.030 -1.530 0.550
C -0.714 0.767 1.205
C -0.860 1.726 2.198
H 0.631 -0.845 1.578
H -0.645 -0.863 2.595
H -1.184 -2.357 0.872
H -0.763 1.102 0.142
H -1.040 2.706 1.720
H -0.710 1.689 3.270
H -2.776 -1.451 -2.281
H -1.654 -0.358 -1.791
O -2.311 -0.630 -2.500
H 2.262 0.627 -3.362
H 1.290 1.032 -2.247
O 1.350 0.528 -3.110
H 3.550 -0.768 -0.229
H 2.130 -0.384 -0.377
O 2.884 -0.312 0.281
```

Output
- 2S+1 = 2
- frontier orbital gap (spin up / spin down) (eV) = 8.50 / 4.35
- charge = +1
- HOMO energy (spin up / spin down) (eV) = -14.06 / -14.06
- ⟨S²⟩ = 0.756

Atomic partial charges in e from the natural (NBO) method, atoms 1 to 8: number 1, C, carries -0.1825; number 2, O, carries -0.6484; number 3, C, carries 0.0799; number 4, C, carries -0.0505; number 5, H, carries 0.3148; number 6, H, carries 0.2492; number 7, H, carries 0.5018; number 8, H, carries 0.2447

two.
# C3H12O4

A cluster of 4 separate species, C3H12O4 in total (ωB97M-V/def2-TZVPD, the Open Molecules 2025 dataset).

Geometry as XYZ:
```
19
C3H12O4 ωB97M-V/def2-TZVPD
C 3.567 -0.342 0.687
C 2.338 -0.561 -0.090
C 1.642 0.477 -0.720
O 0.525 0.264 -1.291
H 3.287 -0.173 1.734
H 4.112 -1.293 0.727
H 4.193 0.393 0.197
H 1.905 -1.553 -0.160
H 1.931 1.501 -0.486
H 0.083 1.072 -1.641
H -2.656 1.375 -0.053
H -2.412 2.802 0.370
O -1.937 2.012 0.071
H -0.802 -1.430 0.777
H -1.549 -2.000 -0.408
O -1.689 -1.496 0.402
H -3.588 -0.423 0.501
H -4.552 -0.535 -0.727
O -4.401 -0.090 0.111
```

Output
- 2S+1 = 2
- frontier orbital gap (spin up / spin down) (eV) = 9.57 / 6.13
- charge = +1
- HOMO energy (spin up / spin down) (eV) = -14.03 / -14.03
- ⟨S²⟩ = 0.754

Atomic partial charges in e from the natural (NBO) method, atoms 1 to 8: number 1, C, carries -0.7085; number 2, C, carries 0.0536; number 3, C, carries 0.3119; number 4, O, carries -0.4959; number 5, H, carries 0.2987; number 6, H, carries 0.2747; number 7, H, carries 0.2635; number 8, H, carries 0.2285

Of them, one has the lowest stability.

one.
# C3H9O

A cluster of 2 separate species, C3H9O in total (ωB97M-V/def2-TZVPD, the Open Molecules 2025 dataset).

Geometry as XYZ:
```
13
C3H9O ωB97M-V/def2-TZVPD
C -1.826 -1.281 1.692
H -1.965 -1.283 0.609
H -2.045 -0.269 1.993
H -0.742 -1.397 1.873
H -2.440 -1.978 2.253
C 0.596 1.085 -0.616
O -0.363 0.220 -0.124
C 1.737 0.181 -1.167
H 1.024 1.827 0.161
H 0.193 1.713 -1.476
H 2.532 0.686 -1.764
H 1.219 -0.563 -1.786
H 2.082 -0.401 -0.326
```

Output
- frontier orbital gap (eV) = 6.71
- charge = -1
- HOMO energy (eV) = -2.15

Atomic partial charges in e from the natural (NBO) method, atoms 1 to 8: number 1, C, carries -0.8623; number 2, H, carries 0.2536; number 3, H, carries 0.2140; number 4, H, carries 0.2286; number 5, H, carries 0.1581; number 6, C, carries -0.0163; number 7, O, carries -0.9875; number 8, C, carries -0.6587

two.
# C3H9O

A cluster of 2 separate species, C3H9O in total (ωB97M-V/def2-TZVPD, the Open Molecules 2025 dataset).

Geometry as XYZ:
```
13
C3H9O ωB97M-V/def2-TZVPD
C -1.194 -1.733 2.187
H -1.862 -0.910 2.656
H -1.527 -2.650 2.717
H -0.215 -1.272 2.432
H -1.348 -1.731 1.108
C 0.954 0.324 -1.536
O -0.144 -0.351 -0.995
C 0.631 1.868 -1.344
H 1.281 0.033 -2.498
H 1.886 0.019 -0.910
H 1.038 2.308 -2.172
H 1.059 2.229 -0.277
H -0.560 1.866 -1.369
```

Output
- frontier orbital gap (eV) = 6.17
- charge = -1
- HOMO energy (eV) = -1.88

Atomic partial charges in e from the natural (NBO) method, atoms 1 to 8: number 1, C, carries -0.8683; number 2, H, carries 0.1866; number 3, H, carries 0.1856; number 4, H, carries 0.2232; number 5, H, carries 0.2689; number 6, C, carries -0.0355; number 7, O, carries -0.9963; number 8, C, carries -0.6639

three.
# C3H9O

A cluster of 2 separate species, C3H9O in total (ωB97M-V/def2-TZVPD, the Open Molecules 2025 dataset).

Geometry as XYZ:
```
13
C3H9O ωB97M-V/def2-TZVPD
C 2.693 -0.420 -0.700
H 2.034 0.060 0.035
H 2.357 -0.132 -1.698
H 2.761 -1.507 -0.746
H 3.690 -0.030 -0.460
C -0.780 -0.255 0.167
O 0.054 0.644 0.692
C -2.285 0.191 0.090
H -0.913 -1.236 0.687
H -0.515 -0.533 -0.885
H -2.953 -0.490 -0.460
H -2.439 1.145 -0.444
H -2.722 0.342 1.083
```

Output
- frontier orbital gap (eV) = 6.76
- charge = -1
- HOMO energy (eV) = -2.26

Atomic partial charges in e from the natural (NBO) method, atoms 1 to 8: number 1, C, carries -0.8826; number 2, H, carries 0.3016; number 3, H, carries 0.1970; number 4, H, carries 0.1875; number 5, H, carries 0.1768; number 6, C, carries -0.0031; number 7, O, carries -0.9455; number 8, C, carries -0.6430

Of them, two has the lowest stability.

one.
# C4H6ClNOS

The molecule C4H6ClNOS (ωB97M-V/def2-TZVPD, the Open Molecules 2025 dataset).

Geometry as XYZ:
```
14
C4H6ClNOS ωB97M-V/def2-TZVPD
C -2.263 1.428 -1.510
C -2.249 0.767 -0.353
Cl -2.737 1.454 1.094
C -1.931 -0.821 -0.313
S -2.908 -1.947 -1.058
N -1.008 -1.217 0.628
C 0.045 -0.382 1.024
O 1.024 -0.128 0.046
H -2.714 2.351 -1.595
H -1.808 0.790 -2.323
H -0.906 -2.245 0.699
H 0.460 -1.038 1.773
H -0.045 0.554 1.638
H 1.315 -0.958 -0.365
```

Output
- frontier orbital gap (eV) = 8.65
- charge = 0
- HOMO energy (eV) = -8.74

Atomic partial charges in e from the natural (NBO) method, atoms 1 to 8: number 1, C, carries -0.3649; number 2, C, carries -0.1399; number 3, Cl, carries 0.0512; number 4, C, carries 0.0955; number 5, S, carries -0.0802; number 6, N, carries -0.6193; number 7, C, carries 0.0630; number 8, O, carries -0.7129

two.
# C4H6ClNOS

The molecule C4H6ClNOS (ωB97M-V/def2-TZVPD, the Open Molecules 2025 dataset).

Geometry as XYZ:
```
14
C4H6ClNOS ωB97M-V/def2-TZVPD
C -2.406 -0.198 -0.619
C -1.389 -0.898 -0.123
N -0.078 -0.429 0.077
O 0.716 -1.485 0.435
C 0.396 0.824 0.174
S -0.420 2.222 -0.082
C 1.886 0.892 0.558
Cl 2.985 0.141 -0.625
H -3.342 -0.702 -0.738
H -2.318 0.843 -0.872
H -1.465 -1.947 0.089
H 1.250 -1.699 -0.341
H 2.169 1.978 0.578
H 2.015 0.457 1.491
```

Output
- frontier orbital gap (eV) = 8.79
- charge = 0
- HOMO energy (eV) = -8.68

Atomic partial charges in e from the natural (NBO) method, atoms 1 to 8: number 1, C, carries -0.4097; number 2, C, carries -0.0501; number 3, N, carries -0.1291; number 4, O, carries -0.5332; number 5, C, carries 0.0648; number 6, S, carries -0.0911; number 7, C, carries -0.4232; number 8, Cl, carries -0.0588

Of them, two has the lowest stability.

one.
# C3H8N3O

A cluster of 2 separate species, C3H8N3O in total (ωB97M-V/def2-TZVPD, the Open Molecules 2025 dataset).

Geometry as XYZ:
```
15
C3H8N3O ωB97M-V/def2-TZVPD
C 0.734 -1.290 1.580
C -0.679 1.452 -0.940
C 1.248 -1.926 2.760
N 0.177 -0.684 0.752
N -0.230 0.341 -1.459
N -1.291 2.436 -1.581
O -0.507 0.106 -2.808
H -0.652 1.282 0.157
H 1.445 -2.964 2.388
H 0.282 -1.941 3.408
H 2.120 -1.533 3.311
H 0.207 -0.258 -0.844
H -1.543 3.265 -1.152
H 0.076 -0.639 -2.939
H -1.388 2.354 -2.632
```

Output
- frontier orbital gap (eV) = 11.46
- charge = +1
- HOMO energy (eV) = -14.40

Atomic partial charges in e from the natural (NBO) method, atoms 1 to 8: number 1, C, carries 0.4558; number 2, C, carries 0.3296; number 3, C, carries -0.7530; number 4, N, carries -0.5053; number 5, N, carries -0.2329; number 6, N, carries -0.7287; number 7, O, carries -0.4990; number 8, H, carries 0.2639

two.
# C3H8N3O

A cluster of 2 separate species, C3H8N3O in total (ωB97M-V/def2-TZVPD, the Open Molecules 2025 dataset).

Geometry as XYZ:
```
15
C3H8N3O ωB97M-V/def2-TZVPD
C 1.303 -0.545 -1.069
C -1.509 1.139 0.222
C -1.708 0.148 1.283
N 2.681 -0.623 -1.156
N 0.730 -0.513 0.089
N -1.224 -0.251 0.001
O 0.728 -0.369 -2.240
H -2.313 1.495 -0.393
H -0.676 1.942 0.202
H -1.005 0.264 2.133
H -2.691 -0.245 1.609
H 3.065 -0.003 -0.378
H 3.137 -0.777 -2.003
H 1.065 -0.732 1.028
H -0.186 -0.227 -2.349
```

Output
- frontier orbital gap (eV) = 9.54
- charge = +1
- HOMO energy (eV) = -15.10

Atomic partial charges in e from the natural (NBO) method, atoms 1 to 8: number 1, C, carries 0.7808; number 2, C, carries -0.3086; number 3, C, carries -0.3047; number 4, N, carries -0.7927; number 5, N, carries -0.5381; number 6, N, carries -0.0691; number 7, O, carries -0.6204; number 8, H, carries 0.2467

Of them, two has the lowest stability.